Here is C2H5BrOS in the gas phase at a distorted geometry from the OMol25 dataset. Energies are from ωB97M-V/def2-TZVPD.

Geometry (Å):
1 Br -0.4848 2.2007 -0.5154
2 S -0.2232 -1.0730 -0.4486
3 O -2.1921 0.2478 0.8725
4 C 1.5132 -0.6247 -0.5173
5 C -0.9055 0.2948 0.5447
6 H 1.9852 -1.1651 0.3266
7 H 1.5851 0.4464 -0.4611
8 H -0.3175 0.3146 1.4021
9 H 1.9838 -1.0585 -1.4396
10 H -2.9441 0.4170 0.2362

Atomic forces in eV per Å
-0.30 -1.23 0.88
-1.23 0.16 -0.53
-1.80 0.07 0.11
0.59 -1.62 0.22
0.15 0.32 -2.81
0.07 0.77 -0.32
0.37 0.35 -0.08
0.86 0.83 1.55
-0.70 0.69 0.67
1.98 -0.33 0.32

## Properties
HOMO level   -9.04 eV
ΔE to the lowest compared entry with this formula, charge and spin   58.47 kJ/mol
Max |F|   2.83 eV Å⁻¹
Frontier orbital gap   9.247 eV
Total charge   0
SMILES   CS[C@H](O)Br